Entry 1:
The following is a quantum chemistry calculation of a structure of composition C9H11Br15O2, from the OMol25 dataset.

Geometry as ORCA input:
```
! wB97M-V def2-TZVPD RIJCOSX def2/J DEFGRID3
* xyz 0 1
O -0.88 -1.24 -0.97
C -0.07 -1.04 -0.14
O 0.82 -1.98 0.24
C 1.79 -1.43 1.16
C 1.62 0.08 1.00
C 0.15 0.21 0.70
H 2.81 -1.69 0.88
H 1.64 -1.81 2.17
H 2.27 0.51 0.24
H 1.87 0.57 1.95
H -0.20 1.12 0.23
H -0.46 0.11 1.61
C -2.56 -3.34 1.65
Br -3.11 -1.52 2.13
Br -4.03 -4.54 1.84
Br -1.06 -3.95 2.73
H -2.19 -3.29 0.64
C 5.55 0.11 2.15
Br 4.35 1.49 2.76
Br 5.40 -0.19 0.25
Br 5.29 -1.54 3.14
H 6.56 0.44 2.33
C 1.61 3.31 -3.35
Br 1.68 1.92 -1.99
Br -0.10 3.17 -4.27
Br 3.04 3.15 -4.62
H 1.67 4.27 -2.86
C -2.67 3.13 -0.07
Br -2.54 1.60 -1.26
Br -1.10 4.24 -0.30
Br -2.93 2.63 1.78
H -3.56 3.68 -0.32
C -4.02 -1.59 -2.22
Br -4.67 -0.30 -3.54
Br -3.32 -3.17 -3.08
Br -5.38 -2.05 -0.93
H -3.23 -1.09 -1.69
*
```

Values from the calculation:
HOMO ... -9.96 eV
Energy relative to the best compared isomer or geometry (same formula, charge and spin) ... 0.00 kcal per mole
HOMO-LUMO gap ... 0.3510 hartree
Energy ... -1064242.3482 eV

Atomic partial charges in e from the Mulliken method, atoms 1 to 8: -0.4645, 0.5469, -0.3401, -0.3535, 0.1043, 0.2704, 0.2658, 0.1884



Entry 2:
The following is a quantum chemistry calculation of the ion C9H11BrN with charge +1, from the OMol25 dataset.

Geometry as ORCA input:
```
! wB97M-V def2-TZVPD RIJCOSX def2/J DEFGRID3
* xyz 1 1
N -1.72 -1.82 -0.27
C -0.63 -1.04 -0.96
Br -1.22 -1.03 -2.88
C 0.65 -1.68 -0.58
C 0.99 -1.17 0.83
C 0.61 0.29 0.68
C 1.20 1.34 1.36
C 0.87 2.61 1.02
C -0.01 2.85 -0.06
C -0.69 1.85 -0.63
C -0.34 0.57 -0.26
H -1.34 -2.22 0.58
H -2.13 -2.47 -0.97
H -2.59 -1.29 0.03
H 1.40 -1.46 -1.42
H 0.58 -2.78 -0.66
H 2.15 -1.25 1.01
H 0.51 -1.85 1.53
H 1.97 1.00 2.04
H 1.33 3.54 1.46
H -0.22 3.85 -0.41
H -1.37 2.18 -1.43
*
```

Values from the calculation:
HOMO ... -13.01 eV
SMILES ... [NH3+][C@]1(Br)CCc2ccccc21
Energy relative to the best compared isomer or geometry (same formula, charge and spin) ... 6.11 kcal per mole
HOMO-LUMO gap ... 0.3503 hartree
Energy ... -81036.1146 eV

Atomic partial charges in e from the Mulliken method, atoms 1 to 8: -0.2574, 0.2410, -0.0503, -0.9430, -0.8161, 0.6711, -0.6900, -0.6000